Record 1
{
  "formula": "C4H7N3O2",
  "method": "ωB97M-V/def2-TZVPD",
  "s2": 2.01,
  "relative_energy_kcal_mol": 26.3,
  "spin_multiplicity": 3,
  "energy_ha": -471.11055,
  "gap_ev": [6.2, 6.7],
  "homo_ha": [-0.20861, -0.36260],
  "symbols": ["C", "H", "H", "C", "N", "H", "H", "H", "O", "C", "C", "O", "N", "H", "H", "N"],
  "xyz": [[-1.06920, 0.79343, 1.48500], [-0.30124, 1.51421, -1.07616], [0.97236, 0.40604, 2.09565], [-0.72725, 0.49668, -0.67855], [-1.56134, 0.91530, 0.31984], [-0.04362, -1.15787, 1.94977], [2.30514, 0.68278, 0.28041], [0.71112, -1.25303, -1.51012], [-2.18949, -0.49058, -2.37855], [0.17964, -0.01186, 1.54730], [-1.15587, -0.49914, -1.79700], [-0.12943, -1.30811, -2.05174], [1.80057, 0.05777, -0.34304], [2.23100, -0.87294, -0.34237], [-1.52910, 1.00703, 2.38405], [0.50673, -0.27970, 0.11550]],
  "atomic_forces_ev_per_a": [[3.92, 0.13, 5.48], [0.14, -1.85, -0.32], [1.02, 0.58, 0.89], [2.00, 1.86, -0.48], [-2.64, -2.12, -5.25], [0.85, 2.25, -0.41], [-0.06, -0.01, 0.02], [-2.19, 0.47, -0.65], [-0.18, -0.25, -0.15], [-2.47, -3.68, -1.36], [1.30, 1.25, 1.42], [0.72, -1.33, -1.27], [-0.39, -1.14, 0.37], [0.75, 0.76, -0.05], [-1.15, 0.86, 1.46], [-1.61, 2.22, 0.30]]
}

---

Record 2
{
  "formula": "C4H7N3O3P",
  "method": "ωB97M-V/def2-TZVPD",
  "smiles": "O=[P@]1([O-])O[C@@]12N[C@H]1NC[C@@H]2N1",
  "relative_energy_kcal_mol": 19.9,
  "energy_ha": -888.02716,
  "gap_ev": 8.4,
  "total_charge": -1,
  "homo_ha": -0.17319,
  "symbols": ["C", "H", "N", "H", "P", "H", "C", "O", "N", "C", "N", "C", "H", "H", "H", "H", "O", "O"],
  "xyz": [[-0.56786, 1.02965, -0.14046], [-1.23834, -1.95906, -0.35090], [-0.70356, 0.27050, 1.08264], [-0.60192, 0.93071, 1.82329], [3.26102, -0.14375, -0.06987], [0.59497, -1.69700, -1.14484], [1.55019, 0.20446, 0.28382], [2.52607, 0.67315, 1.25275], [0.82527, 1.33232, -0.24543], [-0.26766, -1.28092, -0.48796], [-0.74834, 0.00791, -1.15660], [0.24855, -0.73504, 0.82646], [1.23046, 2.06708, 0.14801], [0.38844, -1.40791, 1.64180], [-0.00148, 0.26739, -1.90348], [-1.16862, 1.84356, -0.28009], [3.74296, -1.51613, 0.13410], [4.14216, 0.80386, -0.73877]],
  "atomic_forces_ev_per_a": [[2.24, -2.49, -0.01], [2.34, 1.02, -0.37], [-2.86, 0.94, 0.07], [0.70, -0.21, 0.96], [-0.40, 0.06, 1.71], [-1.76, 0.09, 1.31], [-1.03, -0.78, 0.61], [0.11, -0.98, -0.09], [-0.29, -2.98, -2.37], [-1.06, -0.60, -1.36], [1.07, -0.77, -2.24], [2.49, 1.06, -1.36], [1.45, 4.41, 2.15], [0.55, -0.43, 0.37], [-1.91, -0.70, 1.64], [-1.74, 2.12, -0.02], [-0.32, -1.16, 0.42], [0.42, 1.40, -1.41]]
}

---

Record 3
{
  "formula": "C4H7N3OS",
  "method": "ωB97M-V/def2-TZVPD",
  "relative_energy_kcal_mol": 51.7,
  "energy_ha": -794.24785,
  "gap_ev": 9.2,
  "homo_ha": -0.30864,
  "symbols": ["C", "N", "C", "H", "H", "H", "C", "C", "N", "O", "H", "H", "N", "H", "H", "S"],
  "xyz": [[-0.60010, 0.19515, 1.28564], [0.84306, 0.16204, 0.04615], [0.73416, 2.39024, 0.37285], [1.10733, 3.44376, 0.22404], [2.25984, 0.31645, -1.80038], [-2.05700, 0.36404, -0.08209], [1.27818, -0.97321, -0.57663], [-1.81774, -0.46355, 0.64175], [2.24633, -0.67680, -1.43531], [0.85768, -2.05284, -0.34608], [2.50926, -1.47918, -1.93405], [-2.54546, -0.60487, 1.40260], [1.21815, 1.38871, -0.23453], [-0.19531, -0.23033, 2.10323], [-1.54304, -1.33450, 0.09288], [-0.63569, 2.01244, 1.48369]],
  "atomic_forces_ev_per_a": [[1.46, 1.43, -4.80], [-4.40, 1.24, 3.96], [-0.11, -0.38, -0.13], [-0.67, -1.46, 0.15], [0.35, -2.10, 0.47], [-0.78, -1.20, 0.46], [0.22, 2.61, 0.01], [1.52, 3.03, -0.90], [0.98, 2.25, -1.28], [-1.15, -2.81, 0.88], [0.68, -0.60, -1.24], [-0.93, -0.24, 0.35], [1.31, 0.93, -0.59], [1.37, -1.59, 2.60], [0.13, -0.80, -0.05], [-0.01, -0.31, 0.12]]
}